# 1
{"formula": "C6H12O", "method": "ωB97M-V with the def2-TZVPD basis set", "smiles": "CCO[C@H]1C[C@H]1C", "spin_multiplicity": 1, "molar_mass_g_mol": 100.2, "relative_energy_kj_mol": 136.8, "species": ["C", "C", "O", "C", "C", "C", "C", "H", "H", "H", "H", "H", "H", "H", "H", "H", "H", "H", "H"], "coordinates": [[2.606, 0.795, 0.098], [1.602, -0.300, -0.202], [0.587, -0.264, 0.785], [-0.501, -1.067, 0.453], [-1.789, -0.751, 1.132], [-1.633, -0.466, -0.344], [-1.544, 0.971, -0.803], [3.009, 0.681, 1.109], [2.134, 1.780, 0.028], [3.438, 0.757, -0.613], [2.091, -1.287, -0.194], [1.163, -0.159, -1.202], [-0.250, -2.116, 0.279], [-1.781, 0.110, 1.795], [-2.424, -1.571, 1.454], [-2.154, -1.143, -1.019], [-1.174, 1.039, -1.833], [-2.522, 1.463, -0.763], [-0.856, 1.529, -0.160]], "forces_ev_per_angstrom": [[0.0182, 0.0290, 0.0159], [0.1996, 0.0037, -0.1706], [-0.0429, 0.0095, 0.0422], [-0.0653, -0.1890, -0.0187], [-0.0799, -0.0186, 0.1623], [-0.0562, 0.0047, -0.1408], [0.0454, 0.0646, -0.0080], [-0.0524, -0.0105, -0.1236], [0.0535, -0.1346, 0.0082], [-0.1218, -0.0005, 0.0895], [-0.0838, 0.1154, 0.0003], [0.0218, -0.0011, 0.1456], [-0.0294, 0.1765, 0.0279], [0.0332, -0.1103, -0.1051], [0.1094, 0.1255, -0.0609], [0.1051, 0.0970, 0.1119], [-0.0507, -0.0180, 0.1316], [0.1204, -0.0816, -0.0126], [-0.1244, -0.0617, -0.0952]]}

***

# 2
{"formula": "C19H16F3HfN7O7S2", "method": "ωB97M-V with the def2-TZVPD basis set", "spin_multiplicity": 1, "molar_mass_g_mol": 754.0, "relative_energy_kj_mol": 66.5, "species": ["Hf", "N", "C", "S", "N", "N", "C", "C", "C", "C", "C", "C", "N", "H", "H", "H", "H", "H", "H", "H", "O", "C", "O", "C", "C", "C", "C", "C", "N", "H", "H", "H", "H", "F", "C", "F", "F", "S", "O", "O", "O", "C", "N", "C", "C", "C", "O", "N", "C", "O", "H", "H", "H", "H", "H"], "coordinates": [[-0.350, -0.115, -0.544], [-3.620, -3.573, -0.531], [-2.605, -2.690, -0.617], [-2.907, -1.149, -1.258], [-1.422, -3.160, -0.254], [-0.386, -2.332, -0.259], [0.793, -2.873, -0.169], [1.971, -2.060, -0.202], [3.244, -2.623, -0.059], [4.347, -1.798, -0.068], [4.157, -0.430, -0.221], [2.869, 0.053, -0.366], [1.799, -0.734, -0.378], [-4.513, -3.330, -0.915], [-3.412, -4.517, -0.253], [0.879, -3.953, -0.059], [3.335, -3.688, 0.083], [5.340, -2.204, 0.046], [4.996, 0.247, -0.220], [2.674, 1.112, -0.484], [-0.331, 3.262, 1.484], [-0.402, 2.490, 0.545], [0.435, 1.568, 0.255], [-1.575, 2.596, -0.424], [-2.477, 3.649, -0.337], [-3.499, 3.725, -1.266], [-3.561, 2.759, -2.260], [-2.628, 1.734, -2.260], [-1.656, 1.639, -1.353], [-2.353, 4.366, 0.459], [-4.227, 4.523, -1.231], [-4.324, 2.798, -3.023], [-2.661, 0.956, -3.012], [1.220, 0.848, -5.504], [0.347, 0.177, -4.758], [0.077, -0.973, -5.372], [-0.780, 0.891, -4.714], [0.970, -0.140, -3.012], [2.247, -0.742, -3.180], [-0.094, -0.993, -2.474], [0.893, 1.134, -2.340], [2.042, 0.268, 4.919], [0.971, 0.168, 3.952], [-0.202, 0.785, 4.172], [-1.210, 0.757, 3.267], [-0.924, 0.126, 2.022], [-1.698, 0.184, 1.005], [0.220, -0.529, 1.829], [1.208, -0.541, 2.753], [2.269, -1.111, 2.592], [1.752, -0.200, 5.862], [2.296, 1.313, 5.102], [2.903, -0.252, 4.500], [-0.295, 1.309, 5.111], [-2.139, 1.273, 3.418]], "forces_ev_per_angstrom": [[-1.4139, -0.2455, -0.0057], [0.0489, -0.0277, 0.1327], [0.5903, 0.0283, -0.2240], [0.1655, 0.4155, -0.0935], [-0.5437, -1.2414, 0.4952], [1.0105, -0.6961, -0.1255], [-1.0458, -0.4222, 0.1425], [0.8084, 0.1055, 0.0059], [-0.5253, 0.1618, -0.0205], [-0.1558, 0.2364, -0.0973], [-0.1933, -0.1447, 0.0890], [0.4555, 0.3828, 0.0922], [0.6696, -0.7673, 0.1758], [-0.0047, -0.0386, 0.0200], [-0.0393, 0.0121, -0.0228], [-0.0689, 0.1345, -0.0633], [-0.0039, -0.0764, -0.0114], [0.0880, -0.0513, 0.0164], [0.0011, 0.1190, -0.0257], [0.0177, -0.0732, -0.0207], [0.0254, -0.2322, -0.3294], [-0.7510, 1.6971, 0.4720], [1.0289, 0.6760, 0.0753], [-0.0149, 0.5388, 0.1299], [0.1684, -0.2505, -0.0200], [0.1800, -0.1725, -0.0629], [0.1722, -0.0173, 0.0384], [-0.1960, -0.0489, -0.3457], [-0.2695, 0.5229, 0.2794], [0.0448, 0.0462, 0.0548], [-0.0286, 0.0563, 0.0241], [0.0089, -0.0919, -0.0242], [-0.0273, -0.0145, 0.0651], [0.2131, -0.0176, 0.3327], [-0.0616, -0.0529, 0.0630], [0.1005, -0.1523, 0.1656], [-0.1505, 0.0905, 0.1855], [0.9950, 0.2127, -3.1684], [0.0984, -0.1586, -0.1975], [-0.3384, -0.7918, -0.5125], [0.0742, 0.4986, 0.4856], [0.3573, -0.1067, 0.2421], [0.0757, -0.1652, -0.4030], [-0.6966, 0.0034, -0.3115], [0.1011, 0.0614, 0.0513], [0.2887, -0.3530, 1.4363], [-0.7861, 0.0868, 0.7295], [-0.8684, 0.1904, -0.2822], [0.2209, 0.1361, 0.2170], [0.3619, -0.2123, -0.0605], [0.0409, -0.0013, -0.0602], [-0.0189, -0.0175, -0.0404], [-0.1109, 0.0940, 0.1510], [0.0107, 0.0414, 0.1085], [-0.1093, 0.0930, 0.0519]]}

***

# 3
{"formula": "C4H27N2O10", "method": "ωB97M-V with the def2-TZVPD basis set", "total_charge": 1, "spin_multiplicity": 1, "molar_mass_g_mol": 263.3, "relative_energy_kj_mol": 140.4, "species": ["O", "C", "O", "C", "C", "C", "N", "N", "H", "H", "H", "H", "H", "H", "H", "H", "H", "H", "H", "H", "H", "O", "H", "H", "O", "H", "H", "O", "H", "H", "O", "H", "H", "O", "H", "H", "O", "H", "H", "O", "H", "H", "O"], "coordinates": [[-2.831, 0.795, 0.337], [-1.717, 0.883, 0.738], [-1.314, 1.001, 2.019], [-0.411, 0.777, -0.257], [-0.392, -0.646, -0.767], [0.926, -1.170, -1.287], [2.018, -1.673, -0.285], [-0.554, 1.777, -1.328], [-2.048, 0.924, 2.660], [0.530, 1.061, 0.241], [-1.164, -0.712, -1.567], [-0.660, -1.417, 0.000], [0.788, -2.062, -1.910], [1.404, -0.230, -1.638], [2.895, -1.244, -0.612], [1.823, -1.199, 0.663], [1.968, -2.677, -0.264], [-0.951, 2.631, -0.880], [-1.273, 1.463, -1.973], [3.084, 1.848, 2.253], [2.495, 1.501, 3.680], [2.280, 1.744, 2.775], [1.030, 2.101, -2.518], [1.753, 2.081, -3.858], [1.855, 1.779, -2.950], [-4.271, -0.099, -0.854], [-5.067, -0.385, 0.367], [-4.730, -0.827, -0.418], [3.077, 0.596, -2.371], [4.419, 0.890, -1.689], [3.793, 0.174, -1.842], [-3.220, -3.523, 0.122], [-3.490, -2.022, -0.237], [-2.890, -2.625, 0.252], [-0.972, -3.295, 0.666], [-0.001, -4.164, 1.531], [-0.043, -3.470, 0.870], [0.688, -1.019, 2.528], [1.678, 0.147, 2.546], [1.540, -0.759, 2.155], [-1.189, 4.286, 1.037], [-0.190, 3.185, 1.407], [-0.665, 3.574, 0.657]], "forces_ev_per_angstrom": [[-0.3973, 0.4269, 0.2434], [2.9606, -0.3982, -0.9120], [-0.2793, -0.2421, 0.3044], [-1.2572, 1.1475, 1.0036], [-0.6126, -1.9417, 0.9101], [1.4543, 1.0138, -0.0102], [-1.6134, 2.4160, 0.1072], [-0.8192, 0.1302, 0.0551], [-0.0025, 0.1091, -0.5103], [-0.5307, -0.3686, 0.4558], [0.5898, -0.2355, 0.4136], [-0.4852, 1.1514, -0.3352], [0.0798, 0.9609, -0.5653], [-0.0559, -1.3013, -1.1233], [0.1093, -0.5913, -0.2814], [0.1338, -1.1100, -0.4164], [0.3093, -0.3666, 0.4771], [0.7936, -0.7566, -0.6013], [-0.0426, -0.1169, -0.1060], [0.1480, -0.0158, 0.4045], [0.5352, 0.3462, 0.0431], [-0.5531, -0.0173, -0.1446], [0.2631, -0.4681, 0.2947], [0.2716, -0.0910, -0.1365], [-0.5676, 0.4374, -0.1346], [-0.0107, -0.1156, -0.0748], [-0.0500, -0.2552, 0.1896], [-0.3490, 0.2808, -0.4991], [0.4745, 0.0236, 0.2257], [0.0164, -0.1251, -0.0184], [-0.4724, 0.0210, -0.0015], [-0.1808, 0.2691, -0.0623], [-0.1479, -0.1412, 0.4511], [0.5786, -0.5254, -0.0340], [-0.3054, -0.0966, 0.1124], [-0.2064, -0.1094, 0.0393], [0.4435, 0.2878, -0.1872], [-0.0081, -0.3466, -0.2339], [0.1582, -0.5314, -0.8373], [-0.3616, 0.7628, 0.9896], [0.0101, 0.0810, -0.0072], [-0.0772, 0.1187, -0.1212], [0.0562, 0.2834, 0.6336]]}

***

# 4
{"formula": "C33H28IN4O3PS4Sc", "method": "ωB97M-V with the def2-TZVPD basis set", "total_charge": -1, "spin_multiplicity": 1, "molar_mass_g_mol": 859.7, "relative_energy_kj_mol": 230.3, "species": ["Sc", "O", "C", "N", "C", "C", "C", "C", "C", "C", "N", "C", "C", "C", "C", "C", "N", "H", "H", "H", "H", "H", "H", "H", "H", "H", "H", "S", "S", "S", "S", "O", "C", "C", "C", "C", "C", "C", "C", "P", "C", "C", "C", "C", "C", "C", "C", "C", "C", "C", "C", "C", "H", "H", "H", "H", "H", "H", "H", "H", "H", "H", "H", "H", "H", "H", "N", "C", "O", "C", "I", "H", "H", "H", "H"], "coordinates": [[0.352, -0.434, 0.498], [1.276, 3.679, 1.577], [0.805, 2.543, 1.466], [1.318, 1.504, 0.802], [2.615, 1.785, 0.244], [3.419, 0.528, 0.070], [4.799, 0.616, -0.100], [5.534, -0.539, -0.274], [4.869, -1.755, -0.274], [3.497, -1.761, -0.106], [2.775, -0.643, 0.060], [-0.465, 2.190, 2.198], [-1.066, 3.058, 3.091], [-2.199, 2.618, 3.756], [-2.683, 1.342, 3.513], [-2.017, 0.537, 2.602], [-0.940, 0.973, 1.948], [3.175, 2.478, 0.884], [2.550, 2.292, -0.733], [5.272, 1.588, -0.084], [6.608, -0.491, -0.399], [5.393, -2.692, -0.394], [2.923, -2.677, -0.114], [-0.633, 4.038, 3.229], [-2.702, 3.264, 4.466], [-3.558, 0.959, 4.021], [-2.324, -0.473, 2.370], [0.507, -3.069, -0.814], [0.326, -4.153, 0.991], [1.680, -3.358, 2.272], [0.933, -1.452, 2.794], [-1.551, -1.107, 0.288], [-2.339, -0.531, -0.501], [-3.746, -0.196, -0.086], [-4.775, -0.926, 0.468], [-6.048, -0.341, 0.505], [-6.249, 0.949, 0.045], [-5.179, 1.698, -0.472], [-3.941, 1.109, -0.551], [-2.236, 1.608, -1.091], [-2.246, 3.445, -0.799], [-3.014, 4.079, 0.177], [-2.756, 5.392, 0.553], [-1.723, 6.105, -0.033], [-0.934, 5.485, -0.996], [-1.193, 4.176, -1.360], [-2.224, 1.508, -2.932], [-1.912, 0.287, -3.541], [-1.859, 0.175, -4.921], [-2.129, 1.275, -5.729], [-2.467, 2.481, -5.137], [-2.521, 2.592, -3.752], [-4.608, -1.928, 0.844], [-6.887, -0.902, 0.899], [-7.240, 1.384, 0.079], [-5.342, 2.716, -0.807], [-3.807, 3.541, 0.681], [-3.364, 5.854, 1.322], [-1.516, 7.123, 0.269], [-0.098, 6.009, -1.440], [-0.535, 3.699, -2.081], [-1.739, -0.575, -2.911], [-1.619, -0.785, -5.363], [-2.095, 1.184, -6.807], [-2.700, 3.344, -5.749], [-2.786, 3.544, -3.310], [1.762, -1.292, -2.997], [1.274, -0.105, -2.663], [0.610, 0.099, -1.646], [1.473, 1.055, -3.616], [3.517, 1.502, -3.932], [1.607, -2.097, -2.384], [2.337, -1.383, -3.817], [0.999, 1.930, -3.184], [1.039, 0.840, -4.589]], "forces_ev_per_angstrom": [[0.9907, -0.3019, 0.1095], [0.0256, 0.0533, 0.0090], [-0.0768, -0.0237, 0.0956], [0.0379, 0.1708, -0.0558], [0.1219, -0.0424, -0.0646], [0.0345, 0.0497, -0.0962], [-0.0338, -0.0343, 0.0112], [0.0099, 0.0311, 0.0067], [-0.0157, -0.0567, 0.0005], [-0.1385, 0.0336, 0.0208], [0.0437, 0.1872, 0.0723], [0.0525, -0.0144, -0.1953], [-0.0632, -0.0746, -0.0506], [-0.0114, 0.1091, 0.0323], [-0.0094, -0.1381, -0.0519], [0.0497, 0.2626, 0.0276], [0.0371, -0.4381, 0.1270], [-0.0654, -0.0205, -0.0242], [-0.0400, -0.0307, 0.0044], [0.0018, 0.0246, 0.0001], [0.0144, -0.0153, -0.0070], [0.0159, -0.0017, -0.0050], [0.0759, 0.0034, -0.0104], [0.0006, 0.0146, 0.0125], [-0.0008, 0.0009, -0.0053], [-0.0041, 0.0292, 0.0112], [-0.0420, 0.0082, 0.0582], [-0.1628, -0.1453, 0.7869], [-0.0196, 0.1661, -0.5912], [-0.0817, 0.5137, 0.2057], [0.0554, -0.4864, -0.2470], [-0.7492, -0.0892, 0.1180], [-0.0865, -0.1882, -0.3141], [0.0919, 0.0561, 0.0312], [-0.1128, 0.0132, 0.0090], [0.0111, 0.0307, -0.0038], [0.0677, -0.0305, -0.0057], [-0.1052, 0.0819, 0.0104], [0.0992, -0.1263, -0.0265], [-0.0148, 0.3782, 0.0120], [0.0419, -0.0818, -0.1488], [-0.0450, -0.0188, 0.0873], [0.0240, 0.0092, -0.0050], [0.0262, 0.0074, -0.0251], [-0.0842, -0.0490, 0.0501], [0.1433, 0.0777, 0.0029], [-0.1241, -0.1180, 0.1184], [0.0082, 0.0052, 0.0144], [0.0210, 0.0512, -0.0351], [0.0110, -0.0577, 0.0106], [0.0007, -0.0063, 0.0442], [0.0170, 0.1486, -0.0558], [0.0123, -0.0330, 0.0062], [-0.0096, -0.0175, 0.0078], [-0.0102, 0.0055, 0.0003], [-0.0014, -0.0108, -0.0199], [0.0197, -0.0089, -0.0240], [-0.0177, 0.0117, 0.0135], [-0.0031, 0.0136, 0.0119], [0.0113, 0.0314, -0.0041], [-0.0341, -0.0272, 0.0189], [0.0250, -0.0010, 0.0289], [0.0037, -0.0037, -0.0296], [0.0009, -0.0012, -0.0173], [-0.0036, 0.0115, -0.0199], [-0.0120, -0.0435, -0.0192], [0.0691, 0.1487, -0.2252], [-0.2257, 0.0451, -0.0268], [0.0025, 0.1096, 0.0952], [-0.2924, -0.1096, 0.0702], [0.2758, 0.0572, -0.0392], [0.1143, -0.0487, 0.0874], [0.0131, -0.0425, 0.0225], [0.0367, -0.0091, -0.0149], [-0.0182, -0.0053, 0.0017]]}